Formula: C19H35FN2O10P2S
Source: the OMol25 dataset
Level of theory: ωB97M-V with the def2-TZVPD basis set

```
! RIJCOSX wB97M-V def2-TZVPD def2/J DEFGRID3
* xyz 0 1
N 4.316 4.391 0.397
C 3.062 4.546 0.765
C 1.509 5.118 0.979
C 0.401 4.099 0.329
C 1.022 2.582 0.269
N 1.581 1.443 -0.084
P -1.152 4.108 1.442
P -2.911 4.561 0.204
O -2.585 4.100 -1.282
O -4.255 3.575 0.802
O -3.335 6.280 0.299
S 1.322 6.862 0.292
O 0.908 6.923 -1.200
O 2.714 7.535 0.405
F 0.126 7.701 1.194
H 1.343 5.139 2.141
H 0.109 4.482 -0.739
H -0.993 5.174 2.427
H -4.547 3.997 1.683
H -4.294 6.354 0.618
C 4.350 -0.008 -1.363
C 4.735 -1.424 -1.699
C 6.188 -1.797 -1.570
O 3.895 -2.244 -2.065
H 3.271 0.118 -1.502
H 4.596 0.207 -0.320
H 4.871 0.687 -2.027
H 6.515 -1.662 -0.536
H 6.791 -1.182 -2.243
H 6.318 -2.849 -1.844
C 1.380 -2.355 1.059
C 0.821 -1.822 2.351
C 0.600 -2.805 3.470
O 0.554 -0.629 2.488
H 1.485 -1.532 0.343
H 2.364 -2.795 1.234
H 0.699 -3.099 0.639
H 1.550 -3.266 3.752
H -0.115 -3.570 3.156
H 0.193 -2.280 4.340
C 4.320 -5.096 -4.122
C 4.244 -5.629 -5.528
C 3.426 -4.849 -6.522
O 4.828 -6.662 -5.852
H 4.944 -5.761 -3.515
H 4.770 -4.101 -4.126
H 3.319 -5.060 -3.684
H 3.836 -3.842 -6.633
H 2.385 -4.802 -6.191
H 3.461 -5.351 -7.495
C -2.060 -5.828 0.311
C -1.108 -5.932 1.473
C -0.255 -7.169 1.562
O -1.031 -5.040 2.317
H -2.611 -4.884 0.376
H -1.502 -5.844 -0.629
H -2.776 -6.653 0.343
H 0.383 -7.244 0.678
H -0.890 -8.053 1.650
H 0.383 -7.106 2.450
C -7.658 4.049 2.961
C -7.885 5.311 2.172
C -9.292 5.841 2.101
O -6.956 5.888 1.608
H -6.595 3.785 2.925
H -7.944 4.206 4.004
H -8.236 3.230 2.526
H -9.651 6.078 3.106
H -9.944 5.102 1.628
H -9.306 6.756 1.499
*
```

frontier orbital gap = 7.12 eV
SMILES = N#C[C@H]([C@@H](C#N)PP(=O)(O)O)S(=O)(=O)F.CC(C)=O.CC(C)=O.CC(C)=O.CC(C)=O.CC(C)=O
HOMO = -9.1 eV

Here are the natural (NBO) charges for atoms 1 to 8, given in e: number 1, N, carries -0.209; number 2, C, carries 0.241; number 3, C, carries -0.481; number 4, C, carries -0.571; number 5, C, carries 0.248; number 6, N, carries -0.251; number 7, P, carries 0.206; number 8, P, carries 1.915

---

Formula: C44H59BN12O3RbS3
Source: the OMol25 dataset
Level of theory: ωB97M-V with the def2-TZVPD basis set

```
! RIJCOSX wB97M-V def2-TZVPD def2/J DEFGRID3
* xyz -1 1
Rb 1.048 -0.014 0.730
C 3.238 -0.966 -4.433
C 2.087 -0.381 -5.253
C 2.482 -0.441 -6.729
C 1.818 1.080 -4.896
N 0.855 -1.181 -5.039
C 0.178 -1.840 -6.055
C -0.873 -2.453 -5.493
N -0.871 -2.188 -4.141
B -2.101 -2.758 -3.348
N -3.381 -1.975 -3.671
C -4.576 -2.650 -3.794
C -5.563 -1.752 -3.914
N -4.977 -0.491 -3.870
C -3.619 -0.637 -3.740
S -2.442 0.580 -3.741
C -5.736 0.782 -3.898
C -7.231 0.473 -3.960
C -5.357 1.589 -5.141
C -5.466 1.565 -2.611
N -1.774 -2.961 -1.846
C -0.640 -3.686 -1.545
C -0.587 -3.866 -0.219
N -1.705 -3.245 0.325
C -2.465 -2.731 -0.701
S -4.021 -2.056 -0.589
C -2.096 -3.439 1.749
C -0.854 -3.832 2.553
C -2.643 -2.154 2.367
C -3.141 -4.553 1.802
C 0.187 -1.393 -3.855
S 0.650 -0.772 -2.338
H 4.139 -0.371 -4.600
H 3.440 -1.992 -4.750
H 2.998 -0.965 -3.372
H 3.394 0.142 -6.853
H 1.716 -0.006 -7.373
H 2.690 -1.461 -7.055
H 2.710 1.675 -5.106
H 1.559 1.174 -3.847
H 0.988 1.465 -5.491
H 0.490 -1.820 -7.080
H -1.644 -3.056 -5.938
H -2.278 -3.866 -3.818
H -4.618 -3.722 -3.744
H -6.620 -1.906 -4.003
H -7.500 -0.076 -4.864
H -7.768 1.422 -3.975
H -7.561 -0.090 -3.086
H -5.588 1.020 -6.045
H -4.296 1.823 -5.135
H -5.932 2.518 -5.161
H -5.731 0.961 -1.742
H -6.074 2.473 -2.612
H -4.416 1.834 -2.535
H 0.053 -3.985 -2.312
H 0.174 -4.325 0.379
H -0.048 -3.104 2.434
H -0.479 -4.823 2.295
H -1.128 -3.860 3.608
H -1.928 -1.348 2.217
H -2.753 -2.314 3.441
H -3.594 -1.865 1.934
H -2.730 -5.479 1.394
H -4.017 -4.266 1.220
H -3.446 -4.732 2.835
O 5.414 -1.623 7.136
C 5.722 -2.056 6.011
O 6.722 -2.683 5.619
C 4.698 -1.718 4.894
C 4.909 -2.103 3.582
C 3.979 -1.756 2.607
N 2.866 -1.072 2.880
C 2.658 -0.708 4.149
C 3.542 -1.008 5.176
C 1.411 0.059 4.431
C 1.370 0.978 5.482
C 0.200 1.676 5.725
C -0.900 1.440 4.916
C -0.766 0.517 3.892
N 0.354 -0.157 3.642
C 4.203 -2.127 1.178
C 5.499 -2.271 0.684
C 5.678 -2.613 -0.645
C 4.562 -2.800 -1.444
C 3.311 -2.628 -0.873
N 3.126 -2.297 0.405
H 5.797 -2.682 3.366
H 3.366 -0.731 6.207
H 2.249 1.143 6.090
H 0.151 2.394 6.533
H -1.838 1.957 5.066
H -1.606 0.304 3.238
H 6.348 -2.101 1.332
H 6.676 -2.725 -1.050
H 4.651 -3.063 -2.490
H 2.408 -2.729 -1.464
C 3.870 2.200 0.712
C 3.159 3.111 1.716
N 1.867 2.597 2.159
C 0.740 3.519 2.059
C 0.425 3.959 0.630
N 0.277 2.844 -0.295
C 1.066 2.915 -1.519
C 2.579 2.926 -1.289
N 3.050 1.843 -0.436
H 4.811 2.702 0.432
H 4.140 1.269 1.220
H 3.842 3.247 2.561
H 3.029 4.105 1.280
H 1.931 2.262 3.111
H -0.133 3.000 2.464
H 0.881 4.431 2.665
H -0.484 4.570 0.673
H 1.208 4.630 0.269
H -0.693 2.695 -0.538
H 0.802 2.034 -2.105
H 0.827 3.804 -2.128
H 3.051 2.886 -2.277
H 2.885 3.883 -0.858
H 3.494 1.116 -0.979
O -2.566 1.006 0.073
C -2.041 0.049 0.356
*
```

frontier orbital gap = 6.30 eV
relative energy (zero: lowest compared OMol25 entry of this formula, charge and spin) = 20.9 kcal/mol
HOMO = -4.7 eV

Here are the Mulliken charges for atoms 1 to 8, given in e: number 1, Rb, carries 1.892; number 2, C, carries -1.335; number 3, C, carries 1.396; number 4, C, carries -2.433; number 5, C, carries -1.286; number 6, N, carries 0.764; number 7, C, carries -0.263; number 8, C, carries -1.604

---

Formula: C12H19OS2
Source: the OMol25 dataset
Level of theory: ωB97M-V with the def2-TZVPD basis set

```
! RIJCOSX wB97M-V def2-TZVPD def2/J DEFGRID3
* xyz 1 1
C -1.205 -0.545 3.441
C -2.159 0.164 2.349
O -1.905 -0.239 0.980
C -2.128 -1.644 0.771
C -1.768 -1.936 -0.779
S 0.021 -2.287 -1.096
S 0.291 -4.327 -0.538
C 1.140 -1.353 0.057
C 1.637 0.064 -0.537
C 3.078 0.581 -0.379
C 3.473 1.973 -0.946
C 2.395 2.841 -1.652
C 0.943 2.293 -1.820
C -0.175 3.177 -2.538
C 0.533 0.909 -1.273
H -0.114 -0.614 3.090
H -1.315 0.051 4.411
H -1.552 -1.623 3.622
H -3.266 0.097 2.660
H -1.902 1.289 2.401
H -1.469 -2.337 1.395
H -3.216 -1.976 0.946
H -2.112 -0.995 -1.356
H -2.469 -2.778 -1.124
H 1.408 -4.671 -1.324
H 2.046 -1.981 0.377
H 0.556 -1.098 1.016
H 3.868 -0.053 0.157
H 4.526 2.424 -0.837
H 2.692 3.876 -2.041
H -1.204 2.788 -2.201
H -0.083 4.264 -2.155
H -0.036 3.147 -3.674
H -0.530 0.519 -1.401
*
```

frontier orbital gap = 7.28 eV
HOMO = -11.6 eV

Here are the natural (NBO) charges for atoms 1 to 8, given in e: number 1, C, carries -0.658; number 2, C, carries -0.086; number 3, O, carries -0.553; number 4, C, carries -0.084; number 5, C, carries -0.582; number 6, S, carries 0.685; number 7, S, carries -0.057; number 8, C, carries -0.584

---

Number 1: lowest unoccupied orbital energy -1.95 eV. Number 2: lowest unoccupied orbital energy 1.60 eV. Number 3: lowest unoccupied orbital energy -4.33 eV.